No. 1
DFT (wB97M-V/def2-TZVPD) results for a structure of composition C25H43AgN2O12 at a distorted geometry.

Results
E (eV): -58144.5340
Largest force on an atom (hartree/bohr): 0.12498
Orbital gap (alpha / beta) (hartree): 0.3038 / 0.1410
⟨S²⟩: 2.011
Total charge: +2
HOMO energy (alpha / beta) (eV): -14.0673 / -14.0651
2S+1: 3
LUMO energy (alpha / beta) (eV): -5.80 / -10.23
Molecular weight (g/mol): 671.5

Last column: Mulliken spin population.
Positions of all 83 atoms, in Å:
Ag -14.748 26.238 15.672  0.0897
N -14.669 26.073 18.634  0.0098
O -14.355 26.886 17.831  0.3715
O -14.284 26.046 19.726  0.0775
O -15.361 25.223 18.141  0.4467
C -12.082 27.697 24.665  0.1097
C -13.621 27.514 24.673  -0.0003
C -14.153 28.278 25.930  0.0216
C -14.018 29.759 25.736  -0.0117
C -14.738 30.341 24.497  0.0149
C -14.283 29.646 23.203  -0.0027
N -14.086 28.140 23.399  0.7236
O -13.546 27.471 22.235  0.0404
C -15.374 29.813 22.161  0.0286
C -13.034 30.434 22.741  0.0532
C -14.129 26.084 24.769  0.0199
H -11.570 28.091 25.542  0.0021
H -11.555 28.123 23.811  -0.0018
H -11.781 26.650 24.674  -0.0037
H -15.198 28.006 26.076  -0.0011
H -13.597 28.126 26.855  -0.0014
H -12.995 30.097 25.571  0.0010
H -14.245 30.130 26.735  0.0002
H -14.542 31.413 24.526  -0.0017
H -15.791 30.097 24.637  -0.0021
H -16.070 30.613 22.415  0.0016
H -14.859 29.915 21.206  0.0000
H -15.909 28.882 21.975  -0.0020
H -12.408 30.901 23.501  -0.0019
H -12.369 29.785 22.171  0.0024
H -13.325 31.325 22.186  0.0001
H -14.247 25.683 25.776  0.0017
H -13.499 25.325 24.305  -0.0035
H -15.123 25.857 24.383  -0.0051
H -14.317 27.013 21.891  0.0142
O -17.049 25.885 15.520  0.0016
C -17.982 25.145 15.861  0.0007
O -18.647 24.399 14.992  0.0002
C -19.603 23.518 15.498  -0.0001
C -19.185 23.571 16.957  0.0000
C -18.537 24.838 17.233  -0.0006
H -19.543 22.458 15.254  0.0000
H -20.630 23.789 15.254  0.0000
H -18.609 22.740 17.362  0.0000
H -20.150 23.503 17.459  -0.0001
H -17.736 24.576 17.925  -0.0003
H -19.235 25.549 17.676  0.0000
O -14.250 24.007 15.812  0.0021
C -13.922 22.904 16.119  -0.0009
O -12.666 22.532 16.229  0.0003
C -12.546 21.248 16.640  -0.0001
C -13.868 20.878 17.255  0.0000
C -14.801 21.711 16.508  -0.0003
H -11.738 20.929 17.297  0.0000
H -12.176 20.827 15.705  0.0000
H -13.886 21.296 18.261  0.0001
H -14.059 19.819 17.432  0.0000
H -15.676 22.009 17.086  0.0002
H -15.003 21.198 15.568  0.0001
O -10.329 29.872 19.438  0.0009
C -10.564 28.805 20.077  -0.0015
O -9.670 28.326 20.993  -0.0001
C -9.948 26.820 21.155  0.0027
C -11.054 26.607 20.164  0.0017
C -11.741 27.883 19.814  0.0012
H -10.233 26.694 22.199  -0.0011
H -9.137 26.136 20.903  0.0002
H -11.876 25.938 20.420  -0.0042
H -10.656 26.100 19.285  0.0006
H -12.530 28.192 20.499  0.0039
H -12.142 28.003 18.808  0.0009
O -9.707 22.604 19.792  0.0000
C -10.474 23.015 20.716  0.0000
O -11.910 23.193 20.664  -0.0002
C -12.402 23.684 21.860  0.0003
C -11.291 23.697 22.882  0.0004
C -10.034 23.189 22.204  0.0001
H -13.185 23.021 22.228  0.0000
H -12.828 24.683 21.943  0.0009
H -11.622 23.044 23.690  0.0000
H -11.209 24.572 23.528  -0.0009
H -9.850 22.192 22.605  0.0000
H -9.207 23.890 22.324  0.0000

No. 2
DFT (wB97M-V/def2-TZVPD) results for a structure of composition C25H43Cl2FN5O2RuS at a distorted geometry.

Results
E (eV): -79331.3849
Largest force on an atom (hartree/bohr): 0.02883
Orbital gap (alpha / beta) (hartree): 0.3184 / 0.2173
⟨S²⟩: 8.758
Total charge: +2
Energy relative to the best compared isomer or geometry (same formula, charge and spin) (kJ/mol): 129.91
HOMO energy (alpha / beta) (eV): -13.2999 / -13.3001
2S+1: 6
LUMO energy (alpha / beta) (eV): -4.64 / -7.39
Molecular weight (g/mol): 668.7

Last column: Mulliken spin population.
Positions of all 80 atoms, in Å:
Ru 1.103 -0.721 -0.617  4.0108
N 3.669 -1.264 -0.429  0.1821
C 4.034 -2.594 -0.923  -0.0031
C 2.877 -3.159 -1.754  0.0096
N 1.615 -3.096 -1.014  0.0997
C 1.518 -3.951 0.170  0.0033
C 1.906 -3.213 1.457  -0.0103
N 1.166 -1.950 1.558  0.1188
H 3.996 -0.550 -1.073  -0.0142
H 4.080 -1.066 0.481  -0.0129
H 4.248 -3.270 -0.093  -0.0038
H 4.929 -2.557 -1.553  0.0073
H 3.124 -4.187 -2.056  0.0074
H 2.747 -2.553 -2.659  -0.0090
H 0.875 -3.351 -1.662  0.0045
H 2.155 -4.837 0.077  0.0022
H 0.482 -4.280 0.265  -0.0024
H 2.970 -2.984 1.465  -0.0019
H 1.700 -3.873 2.310  0.0063
H 1.558 -1.374 2.305  0.0010
H 0.194 -2.147 1.795  -0.0036
Cl -1.536 -1.321 -0.271  0.0507
C -2.871 -0.286 -0.814  0.0049
Cl -3.237 0.984 0.359  0.0002
H -3.757 -0.911 -0.924  0.0031
H -2.573 0.181 -1.753  0.0019
C 1.330 -1.254 -5.868  0.0002
C -0.103 -1.558 -5.486  0.0037
S -0.183 -2.361 -3.829  0.0133
O 0.096 -1.266 -2.826  0.0617
C -2.017 -2.605 -3.770  0.0011
C -2.347 -4.056 -4.053  0.0008
H 1.375 -0.849 -6.878  0.0001
H 1.937 -2.156 -5.843  0.0000
H 1.761 -0.522 -5.185  0.0018
H -0.543 -2.282 -6.172  0.0016
H -0.708 -0.652 -5.450  0.0004
H -2.489 -1.934 -4.485  0.0002
H -2.311 -2.337 -2.757  0.0005
H -1.966 -4.380 -5.019  0.0001
H -3.425 -4.194 -4.058  0.0001
H -1.924 -4.697 -3.282  -0.0002
F 3.586 4.383 -3.301  0.0017
C 3.174 3.299 -2.639  0.0157
C 3.061 3.356 -1.257  0.0209
C 2.624 2.231 -0.578  -0.1332
C 2.271 1.081 -1.278  0.7287
C 2.461 1.026 -2.657  -0.3249
C 2.891 2.145 -3.354  0.0226
H 3.323 4.265 -0.739  0.0015
H 2.549 2.273 0.502  0.0151
H 2.273 0.106 -3.204  0.0494
H 3.034 2.130 -4.423  0.0017
C -4.173 3.793 4.007  0.0000
C -3.700 2.344 3.894  0.0000
N -2.593 2.029 4.767  0.0003
C -2.836 1.965 6.198  0.0001
C -2.240 3.171 6.925  0.0000
C -1.338 1.743 4.345  0.0005
O -0.482 1.281 5.076  0.0003
C -0.995 1.986 2.900  0.0029
C -1.104 3.217 2.261  -0.0038
C -0.722 3.311 0.933  -0.0012
C -0.239 2.182 0.291  0.0005
N -0.026 1.031 0.929  0.0623
C -0.393 0.943 2.200  0.0083
H -4.977 3.954 3.295  0.0000
H -3.366 4.486 3.786  0.0000
H -4.553 4.005 5.002  0.0000
H -3.405 2.123 2.866  0.0000
H -4.533 1.680 4.157  0.0000
H -2.352 1.059 6.579  0.0000
H -3.911 1.907 6.370  0.0000
H -1.159 3.184 6.803  0.0000
H -2.470 3.097 7.983  0.0000
H -2.656 4.099 6.540  0.0000
H -1.464 4.086 2.788  -0.0003
H -0.801 4.244 0.397  0.0007
H 0.008 2.206 -0.764  -0.0123
H -0.221 0.010 2.715  0.0045

No. 3
DFT (wB97M-V/def2-TZVPD) results for a structure of composition C25H43Cl3N5O4SiTb at a distorted geometry.

Results
E (eV): -110150.4872
Largest force on an atom (hartree/bohr): 0.04438
Orbital gap (alpha / beta) (hartree): 0.2943 / 0.2951
⟨S²⟩: 12.609
Total charge: 0
HOMO energy (alpha / beta) (eV): -7.9001 / -7.9184
2S+1: 7
LUMO energy (alpha / beta) (eV): 0.11 / 0.11
Molecular weight (g/mol): 771.0

Last column: Mulliken spin population.
Positions of all 82 atoms, in Å:
C -1.523 -2.235 -3.631  -0.0010
C -1.013 -3.206 -2.614  0.0009
H -1.336 -2.595 -4.645  -0.0001
H -1.066 -1.241 -3.498  0.0011
H -2.613 -2.104 -3.518  0.0000
C -0.541 -4.424 -2.874  -0.0005
C -0.366 -5.014 -4.230  0.0000
H -0.288 -5.099 -2.054  -0.0001
H -0.557 -4.317 -5.053  0.0000
H -1.022 -5.880 -4.375  0.0000
H 0.656 -5.391 -4.339  -0.0001
Tb 0.128 0.340 -0.121  6.2850
Cl -2.443 0.882 -0.058  -0.0087
Cl 0.379 1.634 -2.344  -0.0432
H 0.567 5.102 3.339  0.0000
H -1.417 5.945 2.185  0.0000
C 0.998 4.755 2.388  0.0000
C -1.006 5.605 1.227  0.0000
N -0.100 4.496 1.457  0.0010
H 1.607 3.862 2.550  0.0000
C -0.258 3.342 0.826  -0.0044
O 0.499 2.357 1.035  -0.0247
H -1.813 5.265 0.571  0.0000
H -1.119 3.298 0.119  -0.0046
H 1.618 5.572 1.989  0.0000
H -0.466 6.439 0.756  0.0000
H 1.300 -1.700 -3.120  0.0007
H 2.373 -3.901 -1.956  -0.0001
C 2.254 -1.218 -2.853  0.0055
C 3.239 -3.236 -1.799  0.0001
N 2.782 -1.859 -1.654  -0.0010
H 2.072 -0.152 -2.669  -0.0043
C 2.899 -1.213 -0.492  -0.0009
O 2.417 -0.067 -0.276  -0.0175
H 3.772 -3.534 -0.888  -0.0001
H 3.457 -1.764 0.281  0.0003
H 2.976 -1.350 -3.673  -0.0003
H 3.913 -3.293 -2.668  0.0000
O -0.253 -1.639 -1.022  -0.1552
C -1.132 -2.664 -1.202  -0.0012
C 0.149 -4.174 0.360  0.0001
C -1.063 -3.708 -0.112  0.0002
H 1.061 -3.697 0.005  0.0002
C 0.186 -5.211 1.295  0.0001
H -2.149 -2.259 -1.134  0.0010
C -2.259 -4.208 0.394  0.0004
H 1.155 -5.622 1.582  0.0000
C -1.008 -5.691 1.838  0.0000
C -2.231 -5.186 1.389  0.0000
H -3.187 -3.806 -0.023  0.0000
H -0.978 -6.452 2.616  0.0000
H -3.173 -5.553 1.800  0.0000
Si -0.371 4.231 -4.970  -0.0005
Cl -0.491 2.225 -5.622  -0.0004
C 1.474 4.565 -4.781  0.0001
C -1.586 4.285 -3.531  -0.0003
C -0.872 5.580 -6.188  0.0000
H 2.011 3.714 -4.329  -0.0002
H 1.653 5.466 -4.172  0.0000
H 1.911 4.762 -5.778  0.0000
H -0.202 5.663 -7.051  0.0000
H -0.809 6.525 -5.636  0.0000
H -1.891 5.482 -6.564  0.0000
H -1.397 3.435 -2.836  0.0002
H -2.623 4.188 -3.908  0.0000
H -1.551 5.225 -2.952  -0.0001
C 1.850 -3.265 4.032  0.0001
N 0.897 -2.161 3.803  0.0001
C 0.301 -1.560 4.857  0.0002
C -0.545 -0.518 4.652  0.0000
C -0.771 -0.075 3.329  0.0019
N -0.034 -0.529 2.313  -0.0230
C 0.783 -1.621 2.516  -0.0018
O 1.432 -2.136 1.587  -0.0044
N -1.723 0.862 3.111  0.0002
H 1.890 -3.450 5.113  0.0000
H 2.854 -2.990 3.678  0.0000
H 1.541 -4.189 3.522  0.0000
H 0.558 -1.969 5.826  0.0000
H -1.051 -0.033 5.474  -0.0001
H -2.492 0.866 3.766  -0.0001
H -1.989 1.128 2.162  -0.0010

No. 4
DFT (wB97M-V/def2-TZVPD) results for a structure of composition C25H43F3O3P2SZr at a distorted geometry.

Results
E (eV): -71593.5522
Largest force on an atom (hartree/bohr): 0.12907
Orbital gap (hartree): 0.2518
Total charge: +2
Energy relative to the best compared isomer or geometry (same formula, charge and spin) (kJ/mol): 326.79
HOMO energy (eV): -14.2062
LUMO energy (eV): -7.35
Molecular weight (g/mol): 633.8

Last column: Mulliken charge in e.
Positions of all 78 atoms, in Å:
Zr 0.127 -0.473 0.680  -1.0927
C -0.580 -2.386 2.321  1.4853
C 0.795 -2.476 1.865  -0.1884
C 0.689 -0.960 3.635  1.1120
C -0.619 -1.468 3.420  0.7985
C 1.566 -1.543 2.667  0.7651
C -1.676 -3.334 1.976  -2.0558
H -1.532 -3.775 0.980  0.3230
H -2.651 -2.827 1.988  0.5220
H -1.723 -4.162 2.705  0.3481
C -1.781 -1.208 4.291  -1.4178
H -2.688 -1.681 3.895  0.3938
H -1.973 -0.130 4.374  0.0748
H -1.607 -1.592 5.310  0.3717
C 1.080 -0.063 4.739  -1.4113
H 0.932 -0.548 5.715  0.3795
H 0.477 0.856 4.729  0.0698
H 2.134 0.226 4.658  0.4218
C 3.047 -1.422 2.677  -1.8459
H 3.493 -2.022 3.490  0.3717
H 3.353 -0.376 2.833  0.4215
H 3.482 -1.765 1.728  0.2432
C 1.374 -3.589 1.057  -1.5185
H 1.670 -4.415 1.724  0.3845
H 2.273 -3.271 0.512  0.3419
H 0.657 -3.993 0.331  0.3410
C -1.693 0.805 -3.797  -0.2668
C -1.826 -0.527 -3.667  -0.4262
C -1.049 -1.510 -4.480  -0.9532
C 0.474 -1.196 -4.583  -1.1151
C 1.091 -0.533 -3.379  -0.1414
C 1.306 0.800 -3.344  -0.4675
C 0.651 1.816 -4.238  -0.9489
C -0.778 1.494 -4.763  -1.1899
H -1.460 -1.530 -5.504  0.4098
H 0.640 -0.590 -5.487  0.3005
H -1.172 -2.525 -4.076  0.3112
H -0.701 0.960 -5.719  0.3541
H -2.373 1.482 -3.263  0.6363
H -2.644 -0.943 -3.074  0.9795
H -1.244 2.464 -4.998  0.5073
H 0.604 2.779 -3.714  0.2164
H 2.145 1.207 -2.777  1.0214
H 1.305 2.001 -5.107  0.5079
H 1.000 -2.149 -4.759  0.3969
H 1.567 -1.210 -2.654  0.5091
P -1.816 0.366 -0.521  1.1766
P 1.919 1.338 0.116  1.2536
C -0.680 1.676 -1.299  1.4475
C 0.643 2.334 -0.796  -1.4950
H -1.374 2.475 -1.601  0.8790
H -0.427 1.115 -2.199  -2.2237
H 1.186 2.696 -1.678  0.6638
H 0.394 3.214 -0.192  0.9524
C 2.621 2.482 1.326  -1.2440
H 3.072 1.898 2.141  0.3071
H 1.832 3.126 1.733  0.3553
H 3.393 3.086 0.830  0.4941
C 3.364 0.707 -0.802  -1.4897
H 3.924 1.541 -1.245  0.5192
H 3.058 -0.005 -1.579  0.3773
H 4.008 0.163 -0.094  0.4348
C -3.545 0.458 -0.952  -1.2044
H -4.023 -0.482 -0.645  0.4550
H -3.723 0.613 -2.021  0.4746
H -3.989 1.275 -0.371  0.4190
C -1.051 -1.288 -1.167  -0.8683
H -0.291 -1.910 -0.578  0.2153
H -0.574 -1.126 -2.131  -0.2955
H -1.912 -1.951 -1.288  1.0202
F -2.250 4.099 3.972  -0.1852
C -1.703 2.870 3.877  0.5204
F -0.562 2.854 4.612  -0.2294
F -2.571 1.975 4.410  -0.2261
S -1.343 2.500 2.072  1.2399
O -2.656 2.441 1.466  -0.6826
O -0.477 3.602 1.732  -0.7343
O -0.609 1.158 1.957  -0.6070